No. 1
Molecular formula: C12H25N3O
Method: DFT, the ωB97M-V functional and the def2-TZVPD basis

Structure (XYZ):
```
41
Properties=species:S:1:pos:R:3:nbo_charge:R:1
C 0.420 6.655 -1.454 -0.598
C 0.570 5.264 -0.850 -0.395
C 0.837 4.213 -1.925 -0.386
C 1.098 2.816 -1.359 -0.386
C -0.127 2.202 -0.686 -0.395
C 0.128 0.759 -0.264 -0.495
C -1.062 0.174 0.465 0.687
O -2.041 0.797 0.815 -0.619
N -0.967 -1.155 0.726 -0.487
N 0.127 -1.935 0.354 -0.274
C 0.836 -2.495 1.496 -0.230
C 0.093 -3.662 2.151 -0.246
N -0.160 -4.693 1.161 -0.439
C -0.752 -5.874 1.747 -0.405
C -0.968 -4.158 0.080 -0.246
C -0.228 -2.993 -0.582 -0.231
H 0.228 7.392 -0.677 0.207
H 1.325 6.943 -1.984 0.198
H -0.409 6.677 -2.159 0.200
H 1.396 5.267 -0.135 0.191
H -0.342 5.011 -0.307 0.199
H -0.015 4.171 -2.606 0.193
H 1.709 4.522 -2.507 0.196
H 1.920 2.866 -0.640 0.191
H 1.414 2.163 -2.176 0.195
H -0.975 2.227 -1.373 0.204
H -0.405 2.778 0.197 0.213
H 0.350 0.130 -1.127 0.226
H 0.990 0.704 0.405 0.224
H -1.751 -1.576 1.220 0.376
H 1.005 -1.697 2.221 0.211
H 1.800 -2.849 1.124 0.206
H 0.715 -4.085 2.944 0.210
H -0.846 -3.301 2.614 0.156
H -0.084 -6.263 2.515 0.202
H -1.736 -5.678 2.204 0.164
H -0.873 -6.631 0.974 0.202
H -1.130 -4.948 -0.657 0.210
H -1.960 -3.822 0.440 0.156
H -0.837 -2.559 -1.377 0.211
H 0.708 -3.361 -1.009 0.206
```

Computed properties:
total energy: -19367.1428 eV
structure (SMILES): CCCCCCC(=O)NN1CCN(C)CC1
gap between HOMO and LUMO: 0.355 hartree

***

No. 2
Molecular formula: C12H25NO11S2
Method: DFT, the ωB97M-V functional and the def2-TZVPD basis

Structure (XYZ):
```
51
Properties=species:S:1:pos:R:3:nbo_charge:R:1
C -0.190 -2.732 -1.906 -0.245
O 0.629 -2.110 -0.932 -0.545
C 0.356 -2.489 0.394 -0.087
C -0.634 -1.549 1.094 0.098
C 0.023 -0.268 1.676 -0.529
C -0.491 1.043 1.140 0.709
O -1.616 1.368 1.351 -0.621
N 0.390 1.860 0.482 -0.453
C -0.223 3.091 0.007 -0.403
C 1.208 1.160 -0.534 -0.437
O -1.745 -1.294 0.273 -0.545
C -2.760 -2.266 0.415 -0.251
H -1.113 -2.169 -2.025 0.180
H -0.466 -3.744 -1.628 0.164
H 0.313 -2.709 -2.857 0.190
H 1.294 -2.437 0.935 0.198
H 0.026 -3.519 0.482 0.167
H -0.985 -2.117 1.956 0.167
H 1.104 -0.312 1.603 0.236
H -0.192 -0.243 2.731 0.236
H 0.527 3.643 -0.541 0.197
H -1.085 2.922 -0.632 0.180
H -0.541 3.688 0.843 0.213
H 1.283 1.760 -1.425 0.201
H 0.834 0.177 -0.791 0.230
H 2.217 1.037 -0.169 0.208
H -3.048 -2.397 1.455 0.170
H -2.471 -3.212 -0.037 0.165
H -3.630 -1.912 -0.111 0.207
O 3.306 -0.782 0.797 -0.915
S 4.703 -0.553 0.716 2.555
O 5.501 -1.154 -0.283 -0.884
O 5.340 -0.847 2.158 -0.685
C 6.026 0.314 2.643 -0.099
C 5.287 1.479 2.020 -0.102
O 4.969 1.029 0.697 -0.686
H 7.063 0.269 2.305 0.195
H 5.998 0.335 3.729 0.214
H 5.890 2.382 1.971 0.216
H 4.354 1.691 2.547 0.196
O -6.339 -0.066 -3.034 -0.901
S -4.940 0.145 -3.104 2.550
O -4.144 -0.456 -4.109 -0.899
O -4.311 -0.175 -1.666 -0.699
C -3.608 0.963 -1.156 -0.104
C -4.316 2.151 -1.772 -0.102
O -4.640 1.722 -3.104 -0.690
H -2.569 0.898 -1.482 0.196
H -3.641 0.971 -0.071 0.242
H -3.694 3.041 -1.802 0.212
H -5.249 2.375 -1.250 0.191
```

Computed properties:
total energy: -58529.4191 eV
structure (SMILES): COC[C@@H](CC(=O)N(C)C)OC.O=S1(=O)OCCO1.O=S1(=O)OCCO1
gap between HOMO and LUMO: 0.351 hartree

***

No. 3
Molecular formula: C12H26AlO2
Method: DFT, the ωB97M-V functional and the def2-TZVPD basis

Structure (XYZ):
```
41
Properties=species:S:1:pos:R:3:nbo_charge:R:1
C 1.918 1.426 3.333 -0.640
C 1.490 3.017 3.291 -0.426
C -0.138 3.269 3.434 -0.412
C -0.902 3.401 1.954 -0.412
C -0.723 1.919 1.237 -0.418
C -1.461 1.839 -0.260 -0.414
C -1.231 0.258 -0.750 -0.427
C -2.381 -0.724 -0.113 -0.411
C -2.017 -2.316 -0.358 -0.418
C -1.693 -2.593 -1.974 -1.025
Al 0.361 -2.702 -2.212 1.715
O 0.924 -4.262 -3.120 -0.959
C 2.294 -3.963 -3.618 -0.098
C 2.391 -2.330 -3.901 -0.104
O 1.172 -1.577 -3.491 -0.968
H 3.019 1.342 3.781 0.208
H 1.983 0.931 2.251 0.227
H 1.134 0.775 3.928 0.211
H 2.100 3.551 4.138 0.207
H 1.777 3.415 2.204 0.209
H -0.303 4.266 4.061 0.202
H -0.650 2.351 3.963 0.201
H -2.066 3.591 2.097 0.201
H -0.441 4.279 1.323 0.202
H 0.442 1.827 0.995 0.207
H -1.095 1.088 1.975 0.209
H -0.785 2.484 -0.971 0.206
H -2.588 2.153 -0.235 0.201
H -0.196 -0.056 -0.244 0.221
H -1.097 0.167 -1.917 0.236
H -3.465 -0.485 -0.511 0.190
H -2.412 -0.532 1.053 0.184
H -2.825 -3.049 0.068 0.191
H -0.975 -2.508 0.188 0.204
H -2.266 -3.547 -2.387 0.214
H -2.138 -1.673 -2.554 0.201
H 1.156 -2.306 -0.868 -0.482
H 3.113 -4.284 -2.817 0.137
H 2.653 -4.507 -4.601 0.147
H 3.360 -1.956 -3.352 0.133
H 2.563 -1.982 -5.021 0.149
```

Computed properties:
total energy: -23555.5205 eV
charge: -1
gap between HOMO and LUMO: 0.284 hartree

***

No. 4
Molecular formula: C12H26BaO10
Method: DFT, the ωB97M-V functional and the def2-TZVPD basis

Structure (XYZ):
```
49
Properties=species:S:1:pos:R:3:nbo_charge:R:1
Ba 0.306 1.105 -0.124 1.321
C -3.210 -4.345 2.750 -0.373
C -2.909 -3.058 2.448 0.345
C -3.767 -1.894 2.978 0.328
O -3.542 -0.646 2.677 -0.681
C -4.857 -2.059 3.735 -0.353
C -5.325 -3.454 3.948 0.416
C -4.413 -4.668 3.486 0.416
O -4.764 -5.824 3.740 -0.577
O -6.349 -3.719 4.587 -0.568
O -1.820 -2.939 1.710 -0.717
H -2.636 -5.221 2.486 0.212
H -5.442 -1.243 4.134 0.220
C 4.720 -1.052 1.109 -0.246
O 4.401 -0.146 0.124 -0.735
H 3.823 -1.352 1.650 0.184
H 5.164 -1.921 0.622 0.165
H 5.468 -0.710 1.825 0.162
H 5.227 0.137 -0.275 0.472
C -4.560 -0.716 -2.620 -0.251
O -3.581 0.325 -2.507 -0.741
H -4.494 -1.155 -3.615 0.156
H -4.355 -1.475 -1.865 0.207
H -5.571 -0.321 -2.522 0.171
H -3.758 0.937 -3.225 0.460
C 0.376 2.883 -5.307 -0.244
O 0.448 3.374 -4.006 -0.739
H 0.050 3.696 -5.956 0.170
H 1.311 2.491 -5.707 0.161
H -0.333 2.056 -5.329 0.180
H 0.666 4.308 -4.030 0.473
C 4.694 5.047 0.148 -0.258
O 3.438 4.438 -0.263 -0.745
H 4.518 6.103 0.353 0.176
H 5.263 4.567 0.945 0.192
H 5.316 4.930 -0.739 0.170
H 3.005 5.130 -0.769 0.466
C 2.745 2.115 4.445 -0.255
O 1.760 1.202 3.962 -0.740
H 3.709 2.008 3.948 0.161
H 2.410 3.140 4.288 0.176
H 2.902 2.032 5.521 0.179
H 1.756 0.460 4.571 0.482
C 0.070 -2.666 -3.831 -0.249
O 0.973 -1.624 -3.481 -0.753
H 0.591 -3.601 -4.037 0.173
H -0.717 -2.784 -3.086 0.200
H -0.381 -2.317 -4.760 0.161
H 1.674 -1.574 -4.134 0.470
```

Computed properties:
total energy: -34023.6078 eV
gap between HOMO and LUMO: 0.078 hartree

***

No. 5
Molecular formula: C12H26BrClFI2N4O4P2S
Method: DFT, the ωB97M-V functional and the def2-TZVPD basis

Structure (XYZ):
```
54
Properties=species:S:1:pos:R:3:nbo_charge:R:1
C 0.338 -3.941 2.802 -0.699
C 0.676 -2.724 1.762 -0.358
I 2.835 -2.988 1.252 0.104
C 0.558 -1.210 2.376 -0.417
I 0.848 -1.376 4.533 0.223
C -0.739 -0.341 1.882 0.080
C -2.046 -1.268 2.270 -0.506
C -2.611 -2.213 1.053 0.039
F -3.996 -2.638 1.485 -0.401
N -0.874 0.113 0.447 -0.457
C 0.054 -0.392 -0.608 -0.074
N -0.563 -1.557 -1.412 -0.879
C -1.410 1.547 0.254 0.737
N -1.626 2.266 -0.895 -0.833
P -2.207 3.966 -0.980 0.426
P -1.131 5.143 -2.464 1.853
O -2.185 6.228 -3.024 -0.946
O 0.126 6.114 -1.672 -0.921
O -0.525 4.158 -3.766 -0.923
N -1.705 2.145 1.628 -0.565
Br -3.607 2.111 1.812 0.285
C -0.951 1.174 2.561 0.237
C -1.567 1.326 4.055 -0.715
Cl 0.723 2.050 2.634 -0.044
H -0.642 -3.815 3.428 0.235
H 0.164 -4.912 2.129 0.242
H 1.251 -4.239 3.512 0.257
H 0.119 -2.902 0.750 0.271
H 1.512 -0.619 1.964 0.274
H -2.986 -0.630 2.636 0.255
H -1.830 -2.008 3.182 0.256
H -2.770 -1.666 0.029 0.192
H -2.022 -3.245 0.931 0.206
H 1.131 -0.696 -0.274 0.252
H 0.215 0.462 -1.428 0.183
H -1.482 -1.278 -1.819 0.357
H 0.131 -1.783 -2.186 0.431
H -1.442 1.811 -1.840 0.473
H -1.898 4.529 0.323 0.066
H 0.443 5.631 -0.846 0.494
H 0.439 3.958 -3.503 0.504
H -2.490 0.660 4.315 0.255
H -1.923 2.459 4.183 0.252
H -0.783 1.175 4.943 0.285
C 3.912 0.276 -3.836 -0.823
S 2.664 -0.978 -4.213 1.257
O 1.694 -1.008 -3.069 -1.040
C 3.766 -2.400 -4.027 -0.823
H 3.434 1.258 -3.857 0.233
H 4.332 0.100 -2.843 0.235
H 4.702 0.244 -4.589 0.246
H 4.195 -2.414 -3.022 0.236
H 4.561 -2.348 -4.774 0.243
H 3.185 -3.313 -4.183 0.250
```

Computed properties:
total energy: -157899.7147 eV
charge: +1
gap between HOMO and LUMO: 0.269 hartree

***

Listing max |F| for the structures above in their given order: 1.0; 2.7; 2.9; 4.8; 7.2 eV/A.
Listing LUMO level for the structures above in their given order: 0.8424; 0.3335; 2.9387; -2.6424; -4.6583 eV.